No. 1
DFT (ωB97M-V with the def2-TZVPD basis set) results for C4H11ClI2O2PYb as an isolated structure.

Cartesian coordinates (Å):
I  -2.47  -1.36  0.71
I  -2.49  1.29  0.70
Yb  2.22  0.00  -0.41
P  0.17  0.01  -2.19
C  -1.11  0.00  -3.48
C  1.24  1.40  -2.76
H  2.29  -1.38  -2.37
H  1.33  -1.38  -3.85
H  0.79  -2.36  -2.47
C  1.24  -1.40  -2.76
H  2.29  1.39  -2.37
H  1.34  1.37  -3.86
H  -0.65  -0.01  -4.48
H  -1.74  0.90  -3.38
H  0.79  2.37  -2.49
H  -1.74  -0.88  -3.36
C  -5.02  0.04  -0.20
O  -6.06  -0.07  -0.61
Cl  4.49  0.04  -1.09
O  1.58  -0.01  1.89
H  1.28  0.78  2.38
H  1.24  -0.79  2.36

Summary:
Spin multiplicity: 2
⟨S²⟩: 0.7510
Maximum force: 0.0397 Eh/bohr
Relative energy (zero: lowest compared OMol25 entry of this formula, charge and spin): 0.000 eV
E: -2864.5196 a.u.
HOMO (alpha / beta): -15.28 / -15.28 eV
Net charge: +2

---

No. 2
DFT (ωB97M-V with the def2-TZVPD basis set) results for a 10-piece molecular cluster, C6H33NO9 overall.

Cartesian coordinates (Å):
C  0.63  -0.83  2.23
N  -0.02  -0.65  0.91
C  -0.26  0.78  0.53
C  -1.24  0.86  -0.63
C  -0.86  2.02  -1.60
C  -2.70  0.99  -0.13
C  2.15  -0.87  2.06
H  0.32  -1.85  2.45
H  0.31  -0.28  3.12
H  -0.89  -1.17  0.80
H  -0.41  1.40  1.40
H  0.71  1.13  0.12
H  -1.02  0.01  -1.28
H  -0.71  1.72  -2.65
H  -1.50  2.92  -1.50
H  0.05  2.54  -1.29
H  -3.23  1.41  -1.00
H  -2.71  1.55  0.81
H  -3.20  0.05  0.03
H  2.58  -0.63  3.03
H  2.58  -0.11  1.42
H  2.43  -1.89  1.79
H  1.98  1.73  -0.04
H  3.50  1.88  0.04
O  2.81  1.34  -0.37
H  -0.51  -2.51  -1.45
H  -1.28  -3.05  -2.70
O  -1.39  -2.64  -1.84
H  -1.19  -3.84  3.14
H  0.14  -4.27  2.65
O  -0.33  -3.46  2.89
H  -2.11  4.75  0.20
H  -2.72  3.51  0.76
O  -2.22  4.30  1.04
H  1.23  4.06  1.30
H  -0.35  3.80  1.54
O  0.55  3.47  1.63
H  0.65  -0.40  -3.72
H  -0.80  -0.36  -3.65
O  -0.11  -0.46  -4.31
H  0.79  -1.15  -0.61
H  1.95  -0.81  -1.77
O  1.03  -0.99  -1.56
H  -2.71  -2.16  0.24
H  -1.69  -2.89  1.23
O  -2.42  -2.27  1.12
H  3.48  -0.52  -1.20
H  4.63  -1.29  -0.94
O  3.86  -1.36  -1.52

Summary:
Maximum force: 0.0496 Eh/bohr
Relative energy (zero: lowest compared OMol25 entry of this formula, charge and spin): 3.400 eV
E: -980.2426 a.u.
HOMO: -8.83 eV
Structure (SMILES): CCNCC(C)C.O.O.O.O.O.O.O.O.O
Net charge: 0

---

No. 3
DFT (ωB97M-V with the def2-TZVPD basis set) results for a 2-piece molecular cluster, C7H7N overall.

Cartesian coordinates (Å):
C  -1.10  -0.38  -0.04
C  -1.74  -0.54  1.20
C  -1.09  -0.14  2.33
C  0.25  0.45  2.27
C  0.68  0.57  1.03
C  1.65  -0.33  -3.98
C  1.39  0.13  -2.78
H  -1.71  -0.50  -0.95
H  -2.67  -1.03  1.20
H  -1.64  -0.22  3.22
H  0.77  0.68  3.20
H  1.72  1.05  0.97
H  2.05  -0.93  -4.97
H  0.92  0.58  -1.80
N  0.04  0.25  -0.17

Summary:
Maximum force: 0.1266 Eh/bohr
Relative energy (zero: lowest compared OMol25 entry of this formula, charge and spin): 3.323 eV
E: -325.5366 a.u.
HOMO: -9.41 eV
Structure (SMILES): c1ccncc1.C#C
Net charge: 0

---

No. 4
DFT (ωB97M-V with the def2-TZVPD basis set) results for C43H31Cl2F13N2O9STa as an isolated structure.

Cartesian coordinates (Å):
Ta  -0.16  -0.77  0.19
C  -1.74  -2.28  7.18
C  -1.13  -1.89  5.86
C  0.11  -1.27  5.77
C  0.65  -0.91  4.55
C  -0.02  -1.12  3.33
N  0.56  -0.67  2.12
C  1.90  -0.19  2.21
C  2.17  0.99  2.90
C  3.46  1.38  3.17
C  4.54  0.61  2.73
C  5.96  1.02  3.02
C  4.27  -0.50  1.95
C  2.97  -0.89  1.64
C  2.66  -2.07  0.71
O  1.47  -1.90  0.01
C  2.59  -3.37  1.57
F  2.05  -4.39  0.91
F  1.89  -3.18  2.69
F  3.84  -3.74  1.96
C  3.73  -2.30  -0.41
F  4.99  -2.48  0.02
F  3.74  -1.28  -1.26
F  3.42  -3.41  -1.12
C  -1.24  -1.83  3.42
C  -1.76  -2.17  4.66
C  -1.97  -2.36  2.19
O  -1.58  -1.71  1.05
C  -1.69  -3.87  2.01
F  -1.93  -4.57  3.12
F  -2.44  -4.39  1.03
F  -0.41  -4.05  1.68
C  -3.52  -2.13  2.27
F  -4.09  -2.24  1.07
F  -4.14  -3.01  3.08
F  -3.79  -0.90  2.73
H  -1.27  -1.74  8.00
H  -1.61  -3.35  7.37
H  -2.81  -2.06  7.20
H  0.68  -1.06  6.67
H  1.62  -0.46  4.56
H  1.32  1.57  3.26
H  3.64  2.29  3.73
H  6.04  1.46  4.02
H  6.30  1.78  2.31
H  6.63  0.17  2.96
H  5.10  -1.08  1.58
H  -2.70  -2.71  4.71
C  -3.77  2.77  -6.08
C  -3.01  3.29  -4.87
C  -3.61  4.56  -4.27
C  -5.00  4.28  -3.72
C  -4.99  3.08  -2.82
C  -5.98  2.90  -1.87
C  -5.96  1.80  -1.02
F  -6.95  1.68  -0.11
C  -4.96  0.87  -1.07
C  -3.95  1.03  -2.02
C  -2.85  0.05  -2.05
O  -2.83  -0.94  -1.33
C  -1.79  0.34  -2.99
C  -1.90  1.38  -3.84
N  -2.93  2.27  -3.82
C  -3.96  2.12  -2.90
C  -0.56  -0.50  -3.00
O  -0.04  -0.89  -4.02
O  -0.06  -0.70  -1.81
H  -3.86  3.54  -6.84
H  -4.77  2.44  -5.79
H  -3.25  1.91  -6.51
H  -1.97  3.50  -5.16
H  -3.64  5.33  -5.04
H  -2.96  4.91  -3.47
H  -5.71  4.13  -4.54
H  -5.36  5.15  -3.16
H  -6.78  3.62  -1.78
H  -4.92  0.02  -0.40
H  -1.14  1.57  -4.58
O  -1.84  1.41  2.51
C  -2.00  1.50  1.32
O  -1.44  0.75  0.40
H  -2.67  2.26  0.88
Cl  1.31  -5.26  -2.91
C  0.59  -3.66  -2.61
Cl  -0.80  -3.75  -1.53
H  0.26  -3.25  -3.56
H  1.33  -3.03  -2.14
O  7.48  1.32  -2.27
C  6.35  1.30  -3.03
O  6.45  1.26  -4.23
C  5.05  1.35  -2.30
C  4.93  1.72  -0.96
C  3.70  1.74  -0.34
C  2.54  1.38  -1.04
S  0.98  1.53  -0.22
C  2.66  1.05  -2.39
C  3.89  1.03  -3.01
H  7.23  1.25  -1.34
H  5.80  2.02  -0.37
H  3.60  2.03  0.69
H  1.77  0.79  -2.95
H  3.99  0.76  -4.05

Summary:
Maximum force: 0.0185 Eh/bohr
Relative energy (zero: lowest compared OMol25 entry of this formula, charge and spin): 0.582 eV
E: -5118.1965 a.u.
HOMO: -5.37 eV
Net charge: -1

---

- Which of these has the lowest maximum force?
  C43H31Cl2F13N2O9STa

---

- Among the records above, which one has the highest E?
  C7H7N

---

- Look up the relative energy (zero: lowest compared OMol25 entry of this formula, charge and spin) of the fourth one.
  0.582 eV

---

- Which of these has the highest net charge?
  C4H11ClI2O2PYb